(1)
{
  "formula": "C3H4N2O",
  "method": "the ωB97M-V functional and the def2-TZVPD basis",
  "charge": 0,
  "gap_ev": 9.06,
  "spin_multiplicity": 1,
  "e_above_lowest_kj_mol": 152.8,
  "smiles": "Oc1cnc[nH]1",
  "symbols": ["C", "C", "C", "H", "H", "H", "H", "N", "N", "O"],
  "positions_angstrom": [[-0.685, 0.139, 0.069], [0.250, 1.141, -0.012], [1.386, -0.636, 0.000], [-2.538, 0.704, 0.352], [-0.069, 2.233, -0.136], [2.140, -1.300, -0.126], [-0.322, -1.898, 0.244], [1.605, 0.599, 0.023], [0.007, -1.002, -0.031], [-2.025, -0.098, -0.078]]
}

---

(2)
{
  "formula": "C19H53LiO12",
  "method": "the ωB97M-V functional and the def2-TZVPD basis",
  "charge": 0,
  "gap_ev": 8.21,
  "spin_multiplicity": 1,
  "e_above_lowest_kj_mol": 0.0,
  "symbols": ["Li", "C", "C", "O", "H", "H", "H", "H", "H", "C", "C", "C", "O", "H", "H", "H", "H", "H", "H", "H", "H", "C", "C", "C", "O", "H", "H", "H", "H", "H", "H", "H", "H", "C", "C", "C", "O", "H", "H", "H", "H", "H", "H", "H", "H", "C", "C", "O", "O", "H", "H", "H", "H", "H", "H", "C", "C", "O", "O", "H", "H", "H", "H", "H", "H", "C", "C", "O", "O", "H", "H", "H", "H", "H", "H", "C", "C", "O", "O", "H", "H", "H", "H", "H", "H"],
  "positions_angstrom": [[31.682, -10.199, -2.810], [34.264, -10.416, -5.931], [33.056, -9.581, -5.567], [32.863, -9.346, -4.184], [34.354, -10.628, -6.996], [34.322, -11.331, -5.341], [35.159, -9.845, -5.683], [32.127, -9.944, -6.007], [33.103, -8.657, -6.143], [36.292, -12.323, -8.125], [37.557, -11.582, -8.352], [37.620, -10.141, -7.797], [38.555, -12.281, -7.750], [36.123, -12.382, -7.049], [36.353, -13.322, -8.555], [35.402, -11.870, -8.564], [37.817, -11.556, -9.410], [36.863, -9.564, -8.328], [38.508, -9.588, -8.099], [37.352, -10.037, -6.745], [39.027, -11.693, -7.157], [34.489, -9.147, -10.319], [34.190, -7.785, -9.718], [35.216, -7.341, -8.681], [34.320, -6.808, -10.693], [34.373, -9.896, -9.536], [35.484, -9.188, -10.761], [33.836, -9.331, -11.172], [33.192, -7.709, -9.287], [34.869, -6.544, -8.023], [36.134, -6.999, -9.159], [35.580, -8.092, -7.980], [33.836, -6.039, -10.382], [30.262, -13.060, -6.776], [30.519, -12.032, -7.882], [31.264, -12.590, -9.076], [29.313, -11.644, -8.425], [31.224, -13.406, -6.398], [29.713, -13.961, -7.052], [29.573, -12.706, -6.009], [31.001, -11.101, -7.586], [30.808, -13.508, -9.448], [32.287, -12.866, -8.820], [31.222, -11.886, -9.907], [29.493, -10.986, -9.101], [35.754, -15.577, -4.070], [35.663, -14.055, -4.266], [35.922, -13.304, -3.097], [35.154, -16.206, -5.147], [35.164, -15.787, -3.178], [36.811, -15.827, -3.983], [34.631, -13.779, -4.481], [36.309, -13.721, -5.078], [35.564, -12.421, -3.215], [35.813, -16.155, -5.843], [29.302, -8.746, -6.280], [28.350, -7.574, -6.674], [27.610, -8.015, -7.798], [28.713, -9.881, -5.681], [29.920, -8.289, -5.507], [29.949, -9.070, -7.095], [28.964, -6.703, -6.901], [27.684, -7.356, -5.839], [26.986, -7.305, -7.968], [28.434, -10.412, -6.431], [35.081, -9.911, -1.726], [35.932, -10.733, -0.707], [35.187, -11.900, -0.376], [35.132, -10.582, -2.995], [35.520, -8.920, -1.843], [34.050, -9.792, -1.393], [36.234, -10.214, 0.202], [36.872, -10.970, -1.205], [35.717, -12.699, -0.346], [34.486, -10.245, -3.621], [33.907, -6.218, -2.967], [32.597, -5.813, -3.569], [31.624, -6.764, -3.478], [34.586, -7.118, -3.799], [33.765, -6.644, -1.973], [34.581, -5.362, -2.940], [32.750, -5.552, -4.616], [32.212, -4.915, -3.086], [32.059, -7.525, -3.868], [34.135, -7.965, -3.855]]
}

---

(3)
{
  "formula": "C10H19NS",
  "method": "the ωB97M-V functional and the def2-TZVPD basis",
  "charge": 0,
  "gap_ev": 9.30,
  "spin_multiplicity": 1,
  "e_above_lowest_kj_mol": 561.3,
  "symbols": ["C", "C", "C", "C", "C", "C", "C", "C", "C", "C", "N", "S", "H", "H", "H", "H", "H", "H", "H", "H", "H", "H", "H", "H", "H", "H", "H", "H", "H", "H", "H"],
  "positions_angstrom": [[-2.136, 2.460, -1.275], [-2.742, 1.648, -0.471], [-1.270, 1.314, 0.136], [0.696, 0.244, -0.911], [-3.998, 0.981, 0.108], [3.112, 0.117, -1.200], [1.836, -1.645, 0.218], [2.084, 0.621, 1.042], [-1.397, -2.064, 0.802], [1.962, -0.188, -0.256], [-0.647, 0.157, -0.442], [-1.553, -1.234, -0.794], [0.799, 1.334, -1.066], [-0.602, 2.230, 0.119], [-1.561, 1.064, 1.152], [0.715, -0.182, -1.911], [-4.728, 1.705, 0.652], [-3.877, 0.089, 0.754], [-4.727, 0.473, -0.648], [3.127, -0.587, -1.993], [4.105, 0.060, -0.734], [2.994, 1.127, -1.669], [1.381, -2.208, -0.612], [2.836, -1.997, 0.412], [1.287, -1.508, 1.128], [1.098, 0.681, 1.484], [2.349, 1.681, 0.821], [2.932, 0.127, 1.624], [-1.757, -1.327, 1.632], [-0.309, -2.195, 0.926], [-2.009, -2.980, 0.969]]
}

---

(4)
{
  "formula": "C7H28O9",
  "method": "the ωB97M-V functional and the def2-TZVPD basis",
  "charge": 0,
  "gap_ev": 7.62,
  "spin_multiplicity": 1,
  "e_above_lowest_kj_mol": 357.7,
  "smiles": "CC/C(C)=C/C=C/O.O.O.O.O.O.O.O.O",
  "symbols": ["C", "C", "C", "C", "C", "C", "O", "C", "H", "H", "H", "H", "H", "H", "H", "H", "H", "H", "H", "H", "H", "H", "O", "H", "H", "O", "H", "H", "O", "H", "H", "O", "H", "H", "O", "H", "H", "O", "H", "H", "O", "H", "H", "O"],
  "positions_angstrom": [[0.332, -2.658, 1.982], [-0.747, -2.592, 0.858], [-0.115, -1.795, -0.257], [0.052, -0.481, -0.084], [0.457, 0.619, -1.002], [0.556, 1.859, -0.565], [0.635, 2.961, -1.404], [-0.001, -2.475, -1.643], [-0.065, -3.289, 2.819], [0.696, -1.686, 2.340], [1.261, -2.950, 1.489], [-1.617, -2.147, 1.378], [-1.046, -3.589, 0.535], [-0.122, 0.028, 0.852], [0.510, 0.278, -2.008], [0.215, 2.328, 0.375], [1.101, 2.836, -2.230], [0.969, -2.935, -1.835], [-0.207, -1.697, -2.347], [-0.810, -3.225, -1.859], [-0.496, 3.681, 1.592], [-0.797, 2.830, 2.772], [-0.130, 3.467, 2.459], [0.871, 1.703, -4.045], [0.058, 0.434, -3.941], [-0.006, 1.389, -3.787], [-3.186, -1.448, -1.739], [-4.222, -1.337, -0.540], [-3.326, -1.571, -0.800], [1.363, 0.857, 3.714], [2.775, 0.072, 3.462], [1.968, 0.149, 3.969], [2.601, -0.344, -0.606], [3.008, -1.703, -0.023], [3.364, -0.900, -0.420], [-2.062, 2.086, -1.853], [-2.607, 2.041, -3.207], [-2.899, 1.868, -2.294], [3.612, 1.664, 0.492], [2.628, 1.320, 1.601], [2.691, 1.418, 0.644], [-2.628, 1.328, 1.095], [-2.597, 0.826, 2.424], [-2.034, 0.778, 1.633]]
}

---

(5)
{
  "formula": "C12H36BO10SV",
  "method": "the ωB97M-V functional and the def2-TZVPD basis",
  "charge": -2,
  "gap_ev": 7.59,
  "spin_multiplicity": 1,
  "e_above_lowest_kj_mol": 0.0,
  "symbols": ["O", "V", "O", "S", "O", "O", "O", "O", "B", "H", "H", "H", "H", "C", "C", "C", "O", "H", "H", "H", "H", "H", "H", "H", "H", "C", "C", "C", "O", "H", "H", "H", "H", "H", "H", "H", "H", "C", "C", "C", "O", "H", "H", "H", "H", "H", "H", "H", "H", "C", "C", "C", "O", "H", "H", "H", "H", "H", "H", "H", "H"],
  "positions_angstrom": [[-1.415, -1.259, 0.666], [-0.796, -0.630, -0.646], [0.412, 0.378, -0.260], [-0.208, -2.807, -2.267], [0.594, -2.119, -1.181], [-1.438, -1.969, -2.354], [0.525, -2.819, -3.536], [-0.492, -4.174, -1.789], [-2.502, 0.845, -1.249], [-2.079, 1.131, -0.168], [-2.737, -0.314, -1.379], [-3.437, 1.545, -1.553], [-1.593, 1.024, -2.000], [1.239, 1.226, -5.259], [1.061, 1.089, -3.746], [0.490, 2.371, -3.169], [0.112, 0.069, -3.481], [1.861, 0.418, -5.651], [1.771, 2.154, -5.508], [0.264, 1.262, -5.744], [2.014, 0.849, -3.259], [-0.488, 2.584, -3.603], [1.159, 3.206, -3.419], [0.375, 2.331, -2.086], [0.437, -0.772, -3.840], [-4.544, -3.272, 0.062], [-3.349, -4.210, 0.039], [-3.553, -5.447, 0.922], [-3.140, -4.608, -1.306], [-5.498, -3.812, 0.053], [-4.513, -2.636, -0.821], [-4.524, -2.608, 0.931], [-2.490, -3.639, 0.403], [-4.602, -5.744, 0.998], [-3.140, -5.321, 1.928], [-2.987, -6.261, 0.463], [-2.173, -4.558, -1.452], [3.362, 1.954, 0.153], [3.303, 3.064, 1.178], [4.381, 2.967, 2.245], [3.479, 4.358, 0.559], [2.467, 1.803, -0.449], [3.439, 1.018, 0.722], [4.283, 1.989, -0.434], [2.314, 3.055, 1.649], [4.088, 3.537, 3.126], [5.343, 3.257, 1.826], [4.459, 1.924, 2.563], [2.689, 4.554, 0.046], [-0.141, 0.777, 3.141], [0.795, 0.661, 4.336], [1.153, 2.024, 4.928], [0.255, -0.208, 5.342], [0.400, 1.164, 2.274], [-1.033, 1.362, 3.383], [-0.509, -0.194, 2.802], [1.711, 0.169, 4.007], [2.011, 2.428, 4.389], [1.360, 1.895, 5.991], [0.334, 2.741, 4.824], [-0.559, 0.196, 5.659]]
}

---

(6)
{
  "formula": "C13H34Cl2N3O2P",
  "method": "the ωB97M-V functional and the def2-TZVPD basis",
  "charge": 0,
  "gap_ev": 9.13,
  "spin_multiplicity": 1,
  "smiles": "CC[PH2](CC(N)(N)N)/C(Cl)=C(\\C)Cl.CC(C)O.CC(C)O",
  "symbols": ["C", "C", "P", "C", "C", "N", "N", "N", "C", "Cl", "C", "C", "Cl", "H", "H", "H", "H", "H", "H", "H", "H", "H", "H", "H", "H", "H", "H", "H", "H", "H", "H", "C", "C", "C", "O", "H", "H", "H", "H", "H", "H", "H", "H", "C", "C", "C", "O", "H", "H", "H", "H", "H", "H", "H", "H"],
  "positions_angstrom": [[-2.590, -0.346, -1.749], [-1.049, -0.580, -1.770], [-0.408, -0.282, -0.036], [-0.032, 1.534, -0.474], [0.191, 2.462, 0.715], [1.519, 2.323, 1.326], [-0.834, 2.357, 1.763], [0.105, 3.853, 0.176], [-0.738, -2.134, 0.475], [-2.083, -2.406, 1.598], [-0.037, -3.160, 0.058], [1.141, -3.005, -0.854], [-0.462, -4.782, 0.623], [-2.837, 0.717, -1.757], [-3.091, -0.875, -2.561], [-2.953, -0.783, -0.811], [-0.538, 0.061, -2.491], [-0.920, -1.614, -2.093], [-1.384, 0.075, 0.927], [0.956, -0.475, 0.315], [0.887, 1.524, -1.076], [-0.843, 1.914, -1.106], [1.465, 2.813, 2.217], [2.222, 2.856, 0.809], [-0.933, 3.227, 2.270], [-0.576, 1.600, 2.392], [-0.767, 3.891, -0.345], [0.092, 4.529, 0.934], [1.492, -3.966, -1.236], [1.990, -2.543, -0.337], [0.935, -2.377, -1.723], [-3.625, -5.919, -2.817], [-4.177, -6.212, -1.429], [-4.430, -4.927, -0.653], [-3.259, -7.033, -0.711], [-2.669, -5.391, -2.747], [-3.441, -6.848, -3.359], [-4.319, -5.308, -3.398], [-5.106, -6.777, -1.516], [-3.500, -4.368, -0.516], [-4.817, -5.151, 0.341], [-5.148, -4.287, -1.171], [-2.434, -6.541, -0.630], [4.148, 6.360, 1.828], [4.314, 4.854, 1.957], [5.726, 4.487, 2.384], [4.011, 4.229, 0.709], [4.826, 6.759, 1.068], [3.134, 6.608, 1.513], [4.353, 6.863, 2.774], [3.598, 4.467, 2.686], [6.454, 4.827, 1.642], [5.832, 3.405, 2.465], [5.977, 4.935, 3.347], [4.634, 4.559, 0.052]]
}

---

(7)
{
  "formula": "C9H36FeN18O13S",
  "method": "the ωB97M-V functional and the def2-TZVPD basis",
  "charge": 0,
  "gap_ev": [2.21, 5.84],
  "spin_multiplicity": 9,
  "e_above_lowest_kj_mol": 0.0,
  "symbols": ["Fe", "S", "O", "O", "O", "O", "C", "O", "N", "N", "H", "H", "H", "H", "C", "O", "N", "N", "H", "H", "H", "H", "C", "O", "N", "N", "H", "H", "H", "H", "C", "O", "N", "N", "H", "H", "H", "H", "C", "O", "N", "N", "H", "H", "H", "H", "C", "O", "N", "N", "H", "H", "H", "H", "C", "O", "N", "N", "H", "H", "H", "H", "C", "O", "N", "N", "H", "H", "H", "H", "C", "O", "N", "N", "H", "H", "H", "H"],
  "positions_angstrom": [[0.591, 1.440, 1.462], [0.499, -0.431, -0.415], [-0.402, -0.492, -1.596], [1.235, 0.789, -0.320], [-0.233, -0.260, 0.792], [1.463, -1.467, -0.347], [-0.318, -4.144, -2.129], [-0.667, -5.158, -2.692], [0.891, -3.729, -1.933], [-1.189, -3.354, -1.571], [1.059, -2.902, -1.378], [1.668, -4.338, -2.144], [-1.109, -2.352, -1.668], [-2.142, -3.687, -1.621], [-1.185, 1.393, 4.174], [-0.614, 1.317, 3.121], [-1.968, 2.348, 4.642], [-1.147, 0.478, 5.083], [-1.873, 3.191, 4.093], [-2.398, 2.369, 5.556], [-1.693, 0.570, 5.927], [-0.706, -0.416, 4.919], [2.382, 3.719, 0.885], [1.499, 3.202, 1.533], [2.808, 4.902, 1.336], [2.930, 3.283, -0.216], [2.233, 5.276, 2.077], [3.466, 5.505, 0.863], [2.749, 2.391, -0.656], [3.737, 3.770, -0.580], [2.435, -3.632, 1.994], [2.866, -4.420, 2.787], [3.176, -2.770, 1.295], [1.218, -3.669, 1.521], [2.551, -2.225, 0.718], [4.026, -2.459, 1.743], [0.524, -4.273, 1.938], [0.995, -3.268, 0.621], [4.350, -0.683, -2.199], [5.250, -0.312, -2.875], [3.445, -1.617, -2.402], [4.082, -0.109, -1.085], [2.709, -1.664, -1.712], [3.350, -1.985, -3.337], [3.258, -0.391, -0.573], [4.689, 0.628, -0.755], [-3.841, 0.195, -2.381], [-5.040, 0.230, -2.248], [-3.091, 0.312, -3.445], [-3.068, 0.014, -1.300], [-2.116, 0.269, -3.186], [-3.360, 0.609, -4.372], [-3.521, -0.211, -0.426], [-2.120, -0.159, -1.604], [-2.481, -2.018, 2.482], [-3.141, -2.616, 3.344], [-2.814, -0.831, 1.965], [-1.335, -2.399, 2.003], [-2.026, -0.298, 1.623], [-3.619, -0.419, 2.414], [-0.809, -1.737, 1.451], [-0.922, -3.224, 2.414], [-2.077, 3.173, 0.924], [-1.075, 2.521, 0.957], [-3.293, 2.735, 0.689], [-2.203, 4.392, 1.377], [-3.311, 1.751, 0.462], [-4.084, 3.357, 0.598], [-3.109, 4.829, 1.465], [-1.575, 4.787, 2.063], [0.719, 0.767, -4.495], [1.230, 1.290, -5.517], [0.770, -0.462, -4.016], [-0.120, 1.364, -3.692], [1.069, -1.149, -4.693], [0.358, -0.710, -3.128], [-0.156, 0.931, -2.780], [-0.327, 2.343, -3.827]]
}

---

(8)
{
  "formula": "C26H40BrF3GeN5Ru",
  "method": "the ωB97M-V functional and the def2-TZVPD basis",
  "charge": 2,
  "gap_ev": [8.75, 7.61],
  "spin_multiplicity": 2,
  "e_above_lowest_kj_mol": 0.0,
  "symbols": ["Ru", "N", "C", "C", "N", "H", "H", "H", "H", "H", "H", "H", "H", "C", "N", "C", "C", "C", "C", "C", "C", "C", "C", "H", "H", "H", "H", "H", "H", "H", "H", "H", "H", "H", "H", "H", "F", "C", "F", "F", "C", "C", "C", "N", "C", "C", "H", "H", "H", "H", "Br", "C", "C", "C", "N", "C", "C", "H", "H", "H", "H", "C", "Ge", "C", "C", "C", "H", "H", "H", "H", "H", "H", "H", "H", "H", "H", "H"],
  "positions_angstrom": [[0.564, -0.305, 0.653], [2.080, 0.696, 1.761], [3.379, 0.575, 1.055], [3.603, -0.878, 0.695], [2.428, -1.397, -0.048], [1.854, 1.674, 1.919], [2.154, 0.288, 2.691], [4.206, 0.950, 1.660], [3.319, 1.175, 0.148], [3.724, -1.466, 1.604], [4.526, -0.991, 0.124], [2.463, -2.412, -0.067], [2.513, -1.111, -1.022], [-1.070, 4.132, -1.583], [-0.978, 3.538, -0.220], [-0.985, 4.597, 0.827], [-2.052, 2.485, -0.017], [-1.906, 1.807, 1.320], [-2.803, 2.280, 2.287], [-2.710, 1.929, 3.619], [-1.653, 1.120, 3.997], [-0.781, 0.632, 3.035], [-0.885, 0.882, 1.649], [-0.271, 4.857, -1.712], [-2.035, 4.624, -1.680], [-0.974, 3.340, -2.321], [-0.093, 3.025, -0.161], [-1.928, 5.136, 0.764], [-0.159, 5.277, 0.636], [-0.886, 4.137, 1.805], [-1.967, 1.839, -0.885], [-3.003, 3.013, -0.085], [-3.592, 2.958, 1.981], [-3.423, 2.302, 4.341], [-1.503, 0.858, 5.036], [0.009, -0.006, 3.407], [-2.975, -3.440, -4.444], [-3.202, -3.836, -3.185], [-4.502, -3.668, -2.927], [-2.916, -5.135, -3.096], [-2.359, -3.017, -2.231], [-2.716, -1.709, -1.949], [-1.908, -0.970, -1.108], [-0.786, -1.447, -0.559], [-0.473, -2.725, -0.817], [-1.223, -3.541, -1.642], [-3.615, -1.272, -2.362], [-2.177, 0.036, -0.833], [0.406, -3.114, -0.326], [-0.922, -4.565, -1.815], [-0.766, -5.335, 5.203], [-0.352, -4.000, 3.966], [-1.358, -3.357, 3.257], [-1.005, -2.375, 2.356], [0.265, -2.003, 2.123], [1.218, -2.635, 2.819], [0.967, -3.630, 3.742], [-2.398, -3.611, 3.406], [-1.768, -1.843, 1.804], [2.238, -2.330, 2.635], [1.780, -4.103, 4.273], [3.710, 0.979, -2.437], [1.781, 0.683, -2.643], [1.450, -1.127, -3.313], [1.094, 1.949, -3.961], [0.844, 1.043, -0.926], [4.169, 0.991, -3.426], [4.228, 0.209, -1.862], [3.906, 1.946, -1.972], [2.074, -1.303, -4.190], [0.408, -1.228, -3.622], [1.663, -1.916, -2.592], [1.564, 1.756, -4.926], [1.311, 2.982, -3.687], [0.017, 1.832, -4.094], [-0.156, 1.299, -1.289], [1.319, 1.971, -0.561]]
}